The following is a DFT calculation (wB97M-V/def2-TZVPD) of 19 unconnected molecules or ions with the total composition C62H83N19OS at a distorted geometry.

Computed properties:
Lowest unoccupied orbital energy: -0.64 eV
E: -106788.6266 eV
Gap between HOMO and LUMO: 7.313 eV
HOMO energy: -0.2924 Ha

Atoms and positions in Å:
C: 6.541654 -5.044212 -1.078055
O: 6.915583 -5.040689 -2.510882
C: 6.791216 -3.658619 -3.053281
C: 8.280283 -2.973291 -2.991970
C: 8.289917 -1.333895 -3.022240
C: 7.307102 -0.617032 -1.918934
C: 6.189413 0.273289 -2.756733
C: 5.130617 1.051325 -1.746907
C: 5.084944 0.811331 -0.098838
C: 3.973590 1.576380 0.888891
C: 2.928656 2.601631 0.120570
C: 2.962143 2.887960 -1.526693
C: 4.078772 2.111399 -2.459528
N: 1.990339 3.848541 -2.174490
C: 0.549923 3.575254 -1.803463
C: -0.531899 3.453177 -3.070030
C: -2.100418 3.106714 -2.622691
C: -2.547394 2.905406 -1.026496
C: -4.129903 2.510280 -0.655169
C: -4.265766 0.906773 -1.111405
C: -4.776516 0.481617 -2.643767
C: -4.871583 -1.108767 -3.131853
C: -4.449835 -2.387048 -2.142262
C: -4.506807 -3.963048 -2.672667
C: -3.967186 -1.948928 -0.612631
C: -3.873672 -0.354491 -0.118893
C: -1.455038 3.049382 0.227545
C: 0.090296 3.382486 -0.206651
S: 1.536515 3.540922 1.033407
H: 7.073520 -5.911470 -0.473269
H: 5.368574 -5.214733 -1.040698
H: 6.752945 -4.035686 -0.521130
H: 6.414779 -3.777326 -4.160461
H: 5.954866 -3.076468 -2.466327
H: 8.860745 -3.335698 -3.964589
H: 8.846239 -3.350949 -2.028575
H: 9.388645 -0.893553 -2.905336
H: 7.933754 -1.002627 -4.106808
H: 7.878123 0.164081 -1.220751
H: 6.685427 -1.398958 -1.268405
H: 5.546436 -0.510816 -3.384279
H: 6.674306 0.997300 -3.554693
H: 5.820564 0.047397 0.437577
H: 3.909164 1.390599 2.051225
H: 4.069768 2.358290 -3.625142
H: 2.145890 3.770996 -3.204746
H: -0.220263 3.592379 -4.205606
H: -2.872730 3.003416 -3.525355
H: -4.904619 3.205208 -1.190347
H: -4.265768 2.646661 0.517162
H: -5.070965 1.321919 -3.405754
H: -5.209353 -1.430728 -4.227987
H: -4.937747 -4.034534 -3.783467
H: -5.160298 -4.657098 -1.993311
H: -3.423621 -4.456941 -2.740793
H: -3.650494 -2.853003 0.097718
H: -3.503674 -0.113375 0.983461
H: -1.749388 2.921342 1.353585
C: 11.000679 -2.994223 0.959739
C: 9.539181 -2.578578 1.000744
N: 8.326761 -2.233676 1.034643
H: 11.330450 -3.095618 -0.077865
H: 11.616775 -2.240176 1.457228
H: 11.130036 -3.952843 1.469773
C: 3.398103 3.348517 4.426186
C: 4.809515 3.158113 4.957300
N: 5.980412 3.000301 5.397939
H: 2.856641 4.061626 5.053838
H: 3.433502 3.730479 3.402219
H: 2.865709 2.393349 4.431781
C: -7.943240 -0.297711 0.656396
C: -7.559559 1.093474 1.133693
N: -7.241346 2.247645 1.529545
H: -8.987589 -0.305870 0.332482
H: -7.307600 -0.592258 -0.183164
H: -7.816785 -1.018609 1.468883
C: -0.021476 0.076685 4.149212
C: 0.362205 1.467870 4.626510
N: 0.680418 2.622040 5.022361
H: -1.065825 0.068526 3.825299
H: 0.614164 -0.217863 3.309652
H: 0.104979 -0.644214 4.961699
C: -7.329188 -1.714238 -7.403982
C: -7.496538 -1.565210 -5.900584
N: -7.635225 -1.441612 -4.653365
H: -6.354457 -1.325238 -7.710954
H: -7.395838 -2.769210 -7.683709
H: -8.114290 -1.157790 -7.923405
C: -0.049906 3.707314 8.010779
C: -1.304102 3.540598 8.853168
N: -2.344492 3.402205 9.552098
H: 0.827132 3.784720 8.659212
H: 0.071634 2.845691 7.348593
H: -0.125802 4.614356 7.404697
C: -6.056704 -5.998862 -8.074162
C: -6.431730 -4.873612 -9.024735
N: -6.742921 -3.940217 -9.813406
H: -6.889863 -6.700771 -7.980236
H: -5.182156 -6.533083 -8.455515
H: -5.822161 -5.590485 -7.087229
C: -1.379449 6.342165 11.673660
C: -0.543122 7.607767 11.577590
N: 0.150798 8.657624 11.497958
H: -0.750995 5.465522 11.494233
H: -1.824066 6.263875 12.669573
H: -2.178700 6.366015 10.927704
C: -4.761946 -8.572830 -11.739124
C: -5.408502 -8.718679 -10.371237
N: -5.944771 -8.839585 -9.236395
H: -4.385819 -7.554088 -11.866971
H: -3.928887 -9.274677 -11.834418
H: -5.495610 -8.782455 -12.522459
C: -2.780133 7.465948 7.447518
C: -1.368721 7.275544 7.978631
N: -0.197824 7.117732 8.419271
H: -3.321595 8.179057 8.075170
H: -2.744734 7.847910 6.423550
H: -3.312527 6.510780 7.453113
C: 0.311466 -0.013631 -2.167935
C: -0.258899 -1.355373 -2.597853
N: -0.732106 -2.468496 -2.954365
H: -0.315341 0.424775 -1.386548
H: 1.324696 -0.146696 -1.778942
H: 0.344648 0.668258 -3.022188
C: -0.311330 -6.324568 -3.460418
C: -1.676050 -6.858524 -3.056868
N: -2.808144 -7.301547 -2.721965
H: 0.234796 -5.989493 -2.574346
H: 0.264208 -7.110190 -3.957620
H: -0.429015 -5.481035 -4.146291
C: 0.611466 8.394260 15.633529
C: 0.041101 7.052517 15.203611
N: -0.432106 5.939395 14.847099
H: -0.015341 8.832666 16.414916
H: 1.624696 8.261195 16.022522
H: 0.644648 9.076149 14.779276
C: -10.188534 -4.161622 -11.278236
C: -10.758899 -5.503365 -11.708154
N: -11.232106 -6.616488 -12.064666
H: -10.815341 -3.723216 -10.496849
H: -9.175304 -4.294688 -10.889243
H: -10.155352 -3.479734 -12.132488
C: -1.606462 3.017365 16.099151
C: -2.253018 2.871517 17.467037
N: -2.789287 2.750611 18.601879
H: -1.230335 4.036108 15.971303
H: -0.773404 2.315518 16.003857
H: -2.340126 2.807741 15.315815
C: -9.173538 1.980671 -6.599288
C: -9.627879 1.029994 -7.694828
N: -10.004748 0.241207 -8.603592
H: -9.378694 1.543985 -5.618029
H: -8.099761 2.166763 -6.688894
H: -9.708015 2.930834 -6.684978
C: 9.075350 1.824453 3.691482
C: 10.486762 1.634048 4.222596
N: 11.657659 1.476237 4.663236
H: 8.533888 2.537562 4.319134
H: 9.110750 2.206414 2.667515
H: 8.542957 0.869285 3.697078
C: 10.888967 -4.109014 -7.049767
C: 11.401699 -3.705615 -5.676888
N: 11.826933 -3.370876 -4.537945
H: 9.804152 -4.242540 -7.018131
H: 11.131145 -3.332908 -7.780975
H: 11.354472 -5.048548 -7.360253

Atomic forces in eV per Å
C -1.02 -0.23 0.57
O -0.50 1.91 1.40
C 0.23 -0.22 -0.17
C 0.14 0.34 -0.38
C -0.05 0.27 -0.34
C -0.73 0.97 -0.52
C -0.90 -0.80 0.62
C -2.19 2.06 1.52
C -2.40 2.07 -1.12
C -0.16 0.78 -5.36
C 1.79 -1.51 -2.18
C 2.83 -2.59 1.27
C -0.72 -0.33 4.26
N -0.46 -2.86 1.76
C -3.22 -0.68 -0.44
C -1.74 -0.78 5.12
C 3.06 0.51 2.16
C 2.60 0.89 -0.58
C 1.53 -1.04 -0.05
C -0.67 -4.07 -1.35
C 1.02 -2.99 2.45
C 1.47 0.17 3.24
C 0.15 4.28 1.31
C 0.44 0.29 -0.45
C -0.82 2.07 -2.72
C -1.04 -0.61 -3.26
C 1.55 0.48 -5.10
C -1.74 -0.51 -3.04
S -0.14 -1.29 -2.38
H -0.99 1.74 -1.62
H 2.32 0.27 0.14
H -0.11 -1.78 -1.20
H 0.86 0.27 2.11
H 1.71 -1.00 -1.04
H -1.06 0.64 2.30
H -1.26 0.65 -1.96
H -2.30 -1.22 -0.22
H 0.68 -0.63 2.23
H -1.12 -2.05 -1.40
H 1.67 1.72 -1.30
H 1.25 1.69 1.28
H -0.94 -1.27 1.93
H -1.68 1.86 -1.48
H 0.17 0.45 -2.74
H 0.21 -0.77 2.80
H -0.49 0.18 1.24
H -0.68 -0.31 2.77
H 1.69 0.17 2.48
H 1.60 -1.52 0.85
H 0.24 -0.50 -2.59
H 0.59 -1.84 1.65
H 0.77 1.16 2.73
H 0.80 0.48 2.53
H 1.22 1.56 -1.17
H -2.30 1.35 0.37
H -0.73 2.43 -1.51
H -0.90 -0.64 -2.62
H 0.62 0.28 -2.51
C -1.18 0.34 0.03
C -7.98 2.28 0.22
N 9.65 -2.74 -0.29
H -0.17 0.05 0.12
H -0.22 -0.06 -0.05
H -0.15 0.17 -0.06
C 1.44 -0.17 0.43
C 7.79 -0.99 2.85
N -9.31 1.21 -3.56
H 0.16 -0.20 -0.08
H 0.13 -0.02 0.15
H 0.31 0.30 0.08
C 0.31 1.12 0.36
C 2.13 7.57 2.57
N -2.50 -9.20 -3.17
H 0.17 0.13 0.09
H 0.03 0.16 0.12
H 0.02 0.22 -0.07
C 0.33 1.13 0.38
C 1.96 7.54 2.59
N -2.89 -9.34 -3.17
H 0.17 0.13 0.08
H -0.05 0.17 0.13
H 0.01 0.23 -0.06
C -0.14 0.08 1.29
C -0.97 0.84 8.04
N 0.96 -0.95 -9.90
H -0.11 -0.09 0.15
H 0.01 0.25 0.14
H 0.08 -0.12 0.18
C -1.04 -0.24 0.68
C -6.75 -0.84 4.57
N 8.23 1.14 -5.54
H -0.23 0.04 0.00
H -0.14 0.16 0.19
H -0.06 -0.15 0.20
C -0.29 1.04 -0.68
C -2.00 5.98 -5.15
N 2.45 -7.42 6.21
H 0.16 0.16 -0.15
H -0.26 0.16 0.01
H -0.06 0.10 -0.19
C 0.61 1.07 -0.11
C 4.56 6.88 -0.46
N -5.55 -8.33 0.77
H -0.06 0.23 0.01
H 0.20 0.10 -0.14
H 0.23 0.05 0.04
C -0.53 -0.13 1.10
C -3.55 -0.85 7.45
N 4.33 0.89 -9.16
H -0.11 -0.14 0.13
H -0.17 0.08 0.14
H 0.04 0.02 0.23
C 1.14 -0.14 0.44
C 7.68 -1.04 2.88
N -9.36 1.16 -3.58
H 0.19 -0.10 -0.04
H 0.12 -0.06 0.19
H 0.19 0.09 0.06
C -0.46 -1.17 -0.34
C -3.14 -7.34 -2.34
N 3.82 8.80 2.82
H -0.04 -0.08 -0.15
H -0.12 -0.07 -0.07
H -0.09 -0.18 0.13
C -1.10 -0.44 0.30
C -7.44 -2.92 2.21
N 9.04 3.56 -2.69
H -0.21 -0.05 -0.11
H -0.20 0.04 0.11
H -0.10 -0.10 0.19
C -0.46 -1.06 -0.37
C -3.10 -7.29 -2.36
N 3.81 8.96 2.87
H 0.03 -0.20 -0.14
H -0.19 -0.12 -0.09
H -0.06 -0.24 0.01
C -0.46 -1.12 -0.34
C -3.14 -7.35 -2.36
N 3.80 8.91 2.85
H 0.04 -0.15 -0.15
H -0.15 -0.06 -0.08
H -0.05 -0.20 0.09
C -0.53 -0.09 1.18
C -3.55 -0.84 7.48
N 4.29 0.98 -9.07
H -0.11 -0.18 0.08
H -0.17 0.08 0.13
H 0.05 0.02 0.22
C -0.40 -0.77 -0.86
C -2.53 -5.13 -5.97
N 3.03 6.30 7.27
H 0.01 -0.05 -0.22
H -0.18 -0.11 -0.07
H 0.04 -0.21 -0.10
C 1.15 -0.11 0.46
C 7.73 -1.05 2.89
N -9.36 1.24 -3.55
H 0.13 -0.14 -0.02
H 0.12 -0.07 0.17
H 0.18 0.12 0.05
C 0.43 0.33 1.12
C 2.83 2.22 7.55
N -3.43 -2.68 -9.13
H 0.19 0.04 0.11
H 0.01 -0.07 0.22
H -0.03 0.17 0.16